# C61H145N9O21

14 unconnected molecules or ions with the total composition C61H145N9O21 at a distorted geometry (ωB97M-V/def2-TZVPD, the OMol25 dataset).

The gap between HOMO and LUMO (alpha / beta) is 1.5803 / 7.7925 eV. The calculation puts the total energy at -4483.51871 Eh. The calculation puts the LUMO energy (alpha / beta) at 1.7 / 1.7 eV.

The geometry in ORCA input format:
```
! RIJCOSX wB97M-V def2-TZVPD def2/J DEFGRID3
* xyz -1 2
C 1.30 -7.14 -3.56
C 0.25 -6.47 -2.71
O 0.36 -5.08 -2.68
O 0.90 -7.34 -4.94
H 1.79 -7.99 -3.08
H 2.11 -6.42 -3.59
H 0.27 -6.94 -1.73
H -0.72 -6.62 -3.18
H -0.50 -4.73 -2.43
H 0.05 -7.77 -4.89
C -2.88 -6.75 0.22
C -1.67 -6.13 1.13
O -0.67 -7.14 1.29
O -2.34 -7.03 -1.02
H -3.74 -6.08 0.17
H -3.32 -7.68 0.56
H -2.03 -5.76 2.09
H -1.19 -5.31 0.60
H -0.81 -7.55 2.15
H -1.50 -7.42 -0.80
C 2.19 0.66 -6.25
C 2.26 1.97 -5.36
O 3.46 1.99 -4.75
O 3.17 0.58 -7.25
H 1.19 0.50 -6.65
H 2.34 -0.16 -5.56
H 1.40 1.96 -4.69
H 2.17 2.83 -6.02
H 4.11 2.10 -5.45
H 3.17 -0.32 -7.59
C 3.40 -4.85 -0.65
C 4.27 -6.11 -0.87
O 4.44 -6.98 0.24
O 3.39 -4.11 -1.85
H 3.94 -4.21 0.05
H 2.37 -5.00 -0.35
H 5.33 -5.91 -1.06
H 3.75 -6.64 -1.67
H 5.07 -7.69 0.07
H 3.94 -3.35 -1.63
C -7.15 4.41 -1.70
C -6.51 3.59 -0.58
O -5.33 2.93 -1.10
O -7.64 3.61 -2.70
H -6.51 5.18 -2.14
H -8.01 4.90 -1.26
H -7.22 2.79 -0.38
H -6.34 4.21 0.30
H -5.55 2.58 -1.97
H -6.93 2.98 -2.86
C -3.63 -4.54 -4.03
C -4.19 -5.91 -3.77
O -3.83 -6.83 -4.71
O -2.25 -4.56 -3.66
H -4.01 -3.76 -3.38
H -3.68 -4.21 -5.06
H -5.27 -5.74 -3.75
H -4.00 -6.21 -2.75
H -2.96 -7.24 -4.59
H -1.81 -5.10 -4.32
C -7.35 0.38 -3.46
C -6.02 0.82 -4.05
O -5.59 2.15 -3.78
O -8.52 1.02 -3.98
H -7.17 0.40 -2.39
H -7.37 -0.69 -3.69
H -6.30 0.66 -5.09
H -5.28 0.06 -3.81
H -5.26 2.59 -4.57
H -8.59 1.86 -3.51
C -3.93 -1.79 -6.52
O -4.20 -1.88 -5.28
N -4.74 -2.07 -7.50
N -2.79 -1.30 -7.02
H -4.33 -1.97 -8.42
H -5.70 -2.21 -7.21
H -2.84 -1.10 -8.01
H -2.00 -0.97 -6.48
C 4.39 -0.79 -2.70
O 5.12 -1.73 -2.53
N 3.15 -0.85 -3.01
N 4.77 0.44 -2.55
H 2.74 -1.76 -3.15
H 2.52 -0.09 -2.79
H 4.22 1.26 -2.77
H 5.71 0.65 -2.24
C -0.33 -3.52 4.05
C 1.22 -3.62 3.89
C 1.91 -2.19 4.00
C 2.00 -1.67 5.47
C 2.72 -2.76 6.36
C 2.15 -4.22 6.27
N 1.92 -4.53 4.82
O 1.55 -5.85 4.72
C 3.26 -5.17 6.85
C 0.94 -4.35 7.07
C 1.41 -4.22 2.46
H -0.70 -4.51 4.30
H -0.94 -3.08 3.27
H -0.55 -2.92 4.94
H 2.89 -2.20 3.52
H 1.33 -1.41 3.52
H 1.06 -1.55 6.01
H 2.48 -0.70 5.57
H 2.54 -2.37 7.36
H 3.78 -2.79 6.08
H 2.86 -5.97 7.49
H 3.79 -5.78 6.12
H 3.87 -4.55 7.50
H 0.14 -3.66 6.79
H 0.46 -5.31 6.85
H 1.08 -4.18 8.14
H 2.42 -4.64 2.49
H 1.25 -3.49 1.67
H 0.82 -5.13 2.41
H 2.36 -6.24 4.37
C -3.08 7.26 -4.27
C -2.73 6.67 -2.82
C -1.78 5.54 -3.07
C -1.18 5.00 -1.74
C -0.50 6.17 -1.11
C -1.25 7.46 -0.89
N -2.03 7.82 -2.09
O -2.80 8.91 -1.97
C -2.07 7.45 0.40
C -0.06 8.49 -0.69
C -4.05 6.17 -2.11
H -4.12 7.60 -4.20
H -3.18 6.44 -4.98
H -2.43 8.09 -4.52
H -2.21 4.69 -3.58
H -0.92 5.92 -3.63
H -0.43 4.26 -2.02
H -1.95 4.43 -1.22
H 0.51 6.28 -1.51
H -0.35 5.70 -0.14
H -2.56 8.37 0.72
H -2.87 6.72 0.43
H -1.56 6.99 1.24
H 0.65 8.26 0.10
H 0.44 8.66 -1.64
H -0.50 9.47 -0.47
H -4.52 5.37 -2.70
H -4.81 6.94 -1.97
H -3.75 5.78 -1.14
H -2.13 9.56 -2.18
C 4.75 1.89 0.79
C 4.91 0.67 1.59
C 6.24 -0.07 1.07
C 7.51 0.42 1.73
C 7.47 0.55 3.21
C 6.19 1.25 3.78
N 4.91 0.85 3.05
O 3.72 1.28 3.60
C 6.07 0.70 5.22
C 6.32 2.83 3.66
C 3.86 -0.36 1.16
H 3.86 2.34 1.24
H 4.55 1.79 -0.27
H 5.53 2.65 0.86
H 6.28 -1.15 1.25
H 6.33 0.06 0.00
H 7.84 1.38 1.32
H 8.32 -0.28 1.49
H 8.35 1.13 3.50
H 7.76 -0.34 3.76
H 5.67 -0.32 5.27
H 7.02 0.67 5.76
H 5.48 1.34 5.87
H 5.34 3.31 3.68
H 6.89 3.26 4.48
H 7.02 3.02 2.85
H 3.78 -0.45 0.08
H 2.89 -0.12 1.60
H 4.03 -1.31 1.67
H 3.44 0.36 3.70
C -0.27 -1.18 0.88
C -0.35 -1.42 -0.57
C -1.37 -2.48 -1.05
C -2.79 -1.86 -0.97
C -2.79 -0.63 -2.09
C -1.69 0.45 -1.79
N -0.39 -0.22 -1.36
O 0.74 0.61 -1.20
C -1.47 1.24 -3.11
C -2.09 1.43 -0.59
C 0.97 -2.13 -0.95
H -0.52 -2.05 1.48
H -1.03 -0.45 1.16
H 0.66 -0.70 1.16
H -1.11 -2.98 -1.98
H -1.34 -3.34 -0.39
H -2.96 -1.44 0.02
H -3.56 -2.62 -1.10
H -3.73 -0.09 -1.94
H -2.87 -0.96 -3.13
H -2.34 1.89 -3.23
H -0.61 1.91 -3.01
H -1.29 0.58 -3.97
H -2.33 1.11 0.42
H -1.28 2.16 -0.49
H -3.01 1.97 -0.83
H 1.01 -2.19 -2.04
H 0.98 -3.16 -0.60
H 1.90 -1.65 -0.64
H 0.37 1.07 -0.44
C -0.93 3.40 6.11
C -0.57 2.44 5.02
C -1.91 2.19 4.31
C -2.28 3.12 3.24
C -1.15 3.41 2.31
C 0.16 3.81 3.02
N 0.46 2.78 4.04
O 1.77 2.97 4.62
C 1.30 3.90 1.94
C 0.04 5.24 3.60
C -0.15 1.05 5.66
H -1.78 4.04 5.89
H -0.14 4.13 6.33
H -1.09 2.97 7.10
H -1.88 1.21 3.84
H -2.74 2.09 5.00
H -2.71 4.04 3.62
H -3.08 2.65 2.68
H -1.43 4.27 1.70
H -0.90 2.58 1.65
H 1.71 2.97 1.54
H 0.86 4.44 1.10
H 2.13 4.52 2.29
H 0.85 5.64 4.21
H 0.08 6.09 2.92
H -0.83 5.28 4.26
H -0.96 0.70 6.30
H 0.77 1.02 6.25
H -0.04 0.31 4.87
H 2.32 2.49 4.00
*
```